Record 1
Computed, not measured: 4 unconnected molecules or ions with the total composition C18H42N2O4, with ωB97M-V/def2-TZVPD.

Computed properties:
Net charge: 0
Energy: -1121.34785 hartree
Strongest force on any atom: 3.2 eV/A
SMILES: CC1(C)CCCC(C)(C)N1O.CC1(C)CCCC(C)(C)N1O.O.O
ΔE to the lowest compared entry with this formula, charge and spin: 2.5754 eV

Geometry as XYZ:
```
66
Properties=species:S:1:pos:R:3:forces:R:3
C 4.149 -26.446 22.296 -0.40 0.67 -0.44
C 3.497 -26.180 20.866 1.52 -0.48 -0.88
C 4.637 -25.774 19.761 -0.62 0.43 1.25
C 2.888 -27.501 20.444 -1.44 -1.72 -1.96
C 1.876 -27.511 19.178 0.86 1.41 1.21
C 0.765 -26.520 19.537 0.58 -0.60 0.39
C 1.324 -25.075 19.852 1.23 -1.87 0.28
C 1.889 -24.537 18.562 0.67 1.52 -0.64
C 0.164 -24.191 20.207 -0.81 -0.05 1.20
N 2.352 -25.260 21.001 -0.30 0.91 0.08
O 2.891 -23.974 21.490 -0.74 -0.92 -1.01
H 3.881 -25.626 22.963 -0.10 -0.18 0.08
H 3.811 -27.394 22.716 -0.34 0.13 -0.01
H 5.236 -26.504 22.357 0.06 0.15 -0.66
H 4.672 -24.695 19.607 -0.59 0.06 -0.25
H 5.667 -25.924 20.083 -0.14 -0.69 0.42
H 4.508 -26.311 18.821 -0.18 0.15 0.03
H 3.595 -28.312 20.268 0.75 0.44 -0.11
H 2.319 -27.942 21.262 -0.40 0.40 0.20
H 2.266 -27.153 18.225 0.78 -0.27 0.09
H 1.481 -28.511 19.001 0.03 -0.02 0.23
H 0.282 -27.043 20.363 -0.47 0.82 0.44
H 0.056 -26.472 18.710 -0.12 0.31 0.04
H 1.146 -24.470 17.767 -0.24 -0.64 -0.03
H 2.814 -24.957 18.166 -0.29 -0.30 0.18
H 2.079 -23.473 18.699 0.46 0.15 0.26
H 0.283 -23.109 20.156 0.43 -0.09 -0.57
H -0.190 -24.327 21.229 0.05 -0.49 0.14
H -0.639 -24.548 19.562 -0.22 0.54 -0.04
H 2.500 -23.965 22.367 -0.03 0.22 0.11
C -3.551 -28.727 14.493 -1.40 0.70 -0.91
C -3.788 -30.092 15.167 0.12 -0.16 -1.34
C -2.426 -30.741 15.128 0.43 -1.03 0.81
C -4.255 -29.777 16.559 0.62 -0.90 1.25
C -4.691 -31.035 17.365 -1.66 0.35 -1.79
C -5.807 -31.837 16.530 2.06 0.91 0.95
C -5.345 -32.210 15.085 -1.07 0.89 0.84
C -4.374 -33.383 15.077 -0.82 0.47 0.95
C -6.617 -32.664 14.306 0.75 0.14 -0.54
N -4.868 -30.960 14.470 0.32 2.15 2.38
O -4.507 -31.151 13.162 0.28 -0.41 -1.42
H -4.502 -28.205 14.391 -0.31 -0.02 -0.25
H -2.963 -28.001 15.054 0.26 -0.59 0.65
H -3.082 -28.716 13.510 -0.09 -0.60 -0.09
H -2.383 -31.463 15.944 0.35 -0.28 -0.11
H -2.208 -31.253 14.191 -0.18 0.08 -0.04
H -1.630 -30.020 15.310 -0.06 0.10 -0.01
H -3.404 -29.375 17.110 0.24 0.26 -0.09
H -4.955 -28.944 16.505 -0.59 -0.42 0.23
H -3.857 -31.696 17.600 0.11 0.15 -0.09
H -5.141 -30.710 18.304 0.04 -0.11 0.11
H -6.685 -31.193 16.500 -0.13 -0.17 -0.15
H -5.980 -32.703 17.169 -0.48 -0.36 -0.50
H -5.044 -34.157 15.452 0.44 -0.78 -0.48
H -3.628 -33.262 15.863 0.39 0.00 -0.43
H -3.992 -33.529 14.067 0.15 -0.32 0.29
H -7.237 -31.849 13.931 0.14 0.28 0.26
H -7.271 -33.330 14.869 0.28 -0.09 0.16
H -6.231 -33.183 13.429 -0.36 -0.25 -0.14
H -5.252 -30.749 12.710 0.14 0.01 -0.50
O -7.148 -28.145 20.707 0.19 0.23 -0.13
H -7.303 -29.020 20.353 -0.06 -0.22 -0.15
H -7.216 -28.254 21.655 -0.03 0.01 0.29
O -3.988 -26.729 20.946 0.36 0.01 0.06
H -4.568 -26.028 21.243 -0.15 0.17 0.04
H -4.579 -27.392 20.587 -0.30 -0.19 -0.11
```
Forces are in eV/Å.

Results of the Mulliken charge analysis, in e, for atoms 1 through 6: -1.47, 1.91, -1.69, -1.70, -0.61, -1.28

***

Record 2
Computed, not measured: 3 unconnected molecules or ions with the total composition C18H42NO6, with ωB97M-V/def2-TZVPD.

Computed properties:
Net charge: +1
Energy: -1216.82895 hartree
Strongest force on any atom: 2.8 eV/A

Geometry as XYZ:
```
67
Properties=species:S:1:pos:R:3:forces:R:3
C 0.933 1.067 1.239 -0.69 -0.42 -0.21
C 0.478 -0.270 0.544 0.91 0.64 0.05
C 1.495 -0.636 -0.613 -0.93 1.11 1.39
O 0.726 -0.888 -1.824 0.58 -0.31 0.32
N 0.982 -2.153 -2.346 -0.36 0.15 0.86
C 2.237 -2.169 -3.163 -1.08 -0.56 -2.56
C 1.866 -3.290 -4.229 -0.44 0.55 1.66
C 0.418 -2.816 -4.618 -0.67 -2.65 0.12
C -0.283 -2.602 -3.228 1.88 1.31 -0.75
O -1.192 -1.564 -3.073 0.29 -1.71 -0.62
C -2.315 -1.682 -3.963 -1.93 0.46 -0.44
C -3.593 -2.337 -3.340 -0.34 0.10 0.20
C -4.336 -1.318 -2.390 0.35 0.07 -0.84
C -3.364 -3.767 -2.706 -0.89 0.48 -0.04
C -3.412 -3.863 -1.146 1.18 -1.71 0.02
C -3.106 -5.392 -0.796 0.50 0.62 -0.74
C -2.340 -3.016 -0.391 -1.16 0.09 0.80
H 1.912 0.957 1.743 -0.62 0.21 -0.15
H 0.982 1.902 0.505 0.09 -0.58 0.32
H 0.130 1.346 1.956 0.77 -0.14 -0.18
H 0.474 -1.075 1.310 -0.27 0.41 -0.56
H -0.537 -0.110 0.129 0.62 -0.39 0.11
H 2.129 -1.489 -0.297 -0.22 0.42 -0.55
H 2.087 0.285 -0.794 -0.01 -0.85 -0.15
H 0.976 -2.815 -1.557 0.41 0.19 -0.17
H 2.096 -1.249 -3.771 0.85 -0.16 0.88
H 3.187 -2.269 -2.617 -0.69 0.17 0.01
H 2.598 -3.472 -5.031 -0.43 0.49 0.29
H 1.780 -4.239 -3.645 0.02 0.41 -0.66
H -0.076 -3.748 -4.987 0.20 0.81 -0.24
H 0.293 -2.060 -5.412 0.33 0.04 0.82
H -0.505 -3.590 -2.776 -0.42 0.63 -0.27
H -2.096 -2.189 -4.926 0.37 0.12 0.67
H -2.601 -0.637 -4.227 0.39 -0.65 0.19
H -4.296 -2.486 -4.195 0.69 0.08 0.37
H -4.907 -0.594 -3.017 0.47 -0.43 0.40
H -3.580 -0.738 -1.826 -0.62 -0.35 0.01
H -5.080 -1.804 -1.735 0.56 0.23 -0.18
H -2.446 -4.243 -3.128 -0.52 0.35 0.45
H -4.203 -4.405 -3.074 0.62 0.32 0.24
H -4.445 -3.694 -0.777 0.77 0.44 -0.20
H -2.460 -5.481 0.103 -0.73 -0.02 -0.38
H -4.026 -5.998 -0.701 0.57 0.25 -0.03
H -2.488 -5.774 -1.644 -0.51 -0.16 0.65
H -2.274 -3.431 0.642 0.10 0.37 -0.67
H -2.691 -1.972 -0.266 0.60 -0.46 -0.30
H -1.325 -3.059 -0.831 -0.62 0.05 0.08
C 2.852 3.298 3.610 0.29 -0.40 0.16
C 2.243 3.003 4.969 0.10 0.26 0.10
O 3.268 2.556 5.861 -0.07 -0.24 -0.10
O 3.487 2.119 3.112 -0.21 -0.17 -0.21
H 2.090 3.613 2.895 0.03 -0.04 -0.02
H 3.611 4.078 3.688 -0.21 0.17 0.07
H 1.515 2.194 4.892 0.11 -0.06 0.01
H 1.757 3.883 5.386 -0.11 -0.01 -0.17
H 3.833 3.311 6.052 0.03 0.02 0.05
H 3.878 1.685 3.880 0.07 0.06 0.03
C 1.826 6.982 3.948 0.19 -0.05 0.28
C 1.122 7.945 4.884 0.22 0.28 -0.18
O 2.073 8.515 5.784 -0.10 -0.22 0.06
O 2.479 5.965 4.701 -0.19 0.21 0.06
H 1.119 6.507 3.266 0.03 -0.03 0.02
H 2.590 7.507 3.362 -0.17 0.16 -0.14
H 0.389 7.416 5.493 0.05 0.02 0.01
H 0.618 8.744 4.332 -0.11 -0.13 -0.09
H 2.636 9.107 5.276 0.04 0.08 0.06
H 2.812 6.400 5.497 0.04 0.07 -0.02
```
Forces are in eV/Å.

Results of the Mulliken charge analysis, in e, for atoms 1 through 6: -1.46, -0.06, -0.43, -0.30, 0.22, -0.53

***

Record 3
Computed, not measured: a molecular structure, C18H43B2IN2O2PYb, with ωB97M-V/def2-TZVPD.

Computed properties:
Net charge: +1
Energy: -2818.43628 hartree
Strongest force on any atom: 4.7 eV/A

Geometry as XYZ:
```
70
Properties=species:S:1:pos:R:3:forces:R:3
C 0.161 2.520 2.814 0.35 -0.01 -0.86
C 0.443 2.478 1.413 -0.88 -1.07 1.99
C -0.133 1.313 0.610 -2.92 3.59 -0.50
P 1.135 0.033 -0.157 1.09 -0.51 1.47
C 0.760 -1.084 1.388 0.05 -0.80 0.73
C -0.218 -2.303 1.373 -0.03 -1.15 2.15
C -1.132 -2.299 2.675 -0.52 -0.65 -0.90
C -2.502 -1.609 2.408 -0.21 -0.40 0.27
C -3.412 -2.336 1.372 -0.80 0.44 0.22
C -4.661 -1.437 1.044 0.73 0.05 -1.08
C -4.266 -0.249 0.075 -0.14 0.75 0.66
C -4.771 1.150 0.614 0.47 -0.21 0.03
C 2.307 -1.402 -0.757 -0.23 -1.95 -0.64
N 2.224 -1.776 -2.199 1.02 0.31 -0.37
C 3.583 -1.998 -2.751 0.30 0.37 -0.23
C -0.364 -0.607 -1.190 -2.00 -1.45 -0.50
C -0.969 -0.134 -2.528 -1.74 -0.01 -0.53
C -1.652 1.285 -2.685 -0.35 -0.99 -0.86
I 0.078 -0.553 -4.447 -0.36 -0.30 0.92
B 1.696 1.261 -1.565 1.12 2.27 -2.54
N 1.209 2.696 -1.652 0.02 -1.35 0.60
O 2.659 1.024 -2.594 -0.82 -1.11 1.40
B 2.682 0.729 0.830 2.49 0.89 2.29
O 2.788 0.725 2.281 -1.21 0.04 -1.85
C 4.094 1.309 0.233 0.66 0.05 0.45
C 4.191 2.894 0.240 -0.08 -0.36 -1.53
H -0.847 2.783 3.199 0.15 -1.96 -0.36
H 0.927 2.239 3.568 0.01 2.02 -0.28
H 1.013 3.333 1.011 1.14 -1.45 -0.11
H -0.771 1.806 -0.178 0.74 -0.69 -0.13
H -0.910 0.825 1.250 0.91 0.01 -0.20
H 1.745 -1.519 1.702 -0.67 0.33 -0.43
H 0.498 -0.483 2.290 0.01 -0.09 -0.91
H -0.986 -2.500 0.580 0.62 0.61 -0.07
H 0.354 -3.266 1.478 -0.18 0.73 -0.46
H -0.606 -1.877 3.551 -0.19 -0.01 -0.63
H -1.357 -3.362 2.941 0.08 0.69 -0.11
H -2.434 -0.542 2.111 0.32 -0.52 0.19
H -3.059 -1.624 3.375 0.23 0.10 -0.69
H -2.926 -2.520 0.369 -0.01 0.12 0.51
H -3.725 -3.337 1.744 0.22 0.60 -0.12
H -5.421 -2.036 0.498 0.24 0.26 0.71
H -5.083 -0.998 1.967 0.14 -0.52 -0.40
H -4.671 -0.391 -0.948 0.23 -0.18 0.56
H -3.154 -0.163 -0.002 -0.75 -0.23 -0.05
H -5.580 1.024 1.365 0.37 0.12 -0.62
H -3.930 1.671 1.122 -0.55 -0.29 -0.20
H -5.113 1.819 -0.197 0.08 -0.41 0.42
H 2.057 -2.380 -0.248 0.14 1.05 0.27
H 3.379 -1.250 -0.505 -0.61 0.19 -0.10
H 1.751 -2.675 -2.346 -0.01 0.04 0.34
H 4.196 -2.637 -2.068 -0.35 0.12 -0.63
H 4.126 -1.032 -2.836 -0.59 -0.47 0.14
H 3.532 -2.412 -3.782 0.01 0.05 0.73
H -1.235 -0.543 -0.472 0.65 -0.04 -0.58
H -0.211 -1.744 -1.310 1.35 2.41 0.57
H -1.869 -0.813 -2.689 0.84 0.60 0.00
H -2.217 1.589 -1.788 0.69 0.00 -0.21
H -2.425 1.136 -3.480 0.57 0.14 0.50
H -0.972 2.042 -3.100 -0.17 -0.16 0.77
H 1.765 3.316 -1.075 -0.37 0.28 -0.09
H 1.168 2.996 -2.619 0.46 0.30 0.13
H 3.151 1.826 -2.782 -0.19 0.31 -0.20
H 2.996 1.643 2.493 0.53 -0.08 0.41
H 4.413 0.844 -0.723 -0.42 0.69 0.21
H 4.929 1.006 0.919 -0.97 -0.18 -0.20
H 4.253 3.214 -0.830 -0.09 0.06 0.79
H 3.293 3.388 0.658 0.55 -0.21 0.07
H 5.116 3.266 0.715 -0.61 -0.21 -0.03
Yb -1.087 -3.293 -1.775 -0.57 -0.51 -0.29
```
Forces are in eV/Å.

Results of the Mulliken charge analysis, in e, for atoms 1 through 6: -0.78, -0.59, 0.55, 1.85, -1.63, 0.98